{"formula": "C5H14O3S2", "method": "the ωB97M-V functional and the def2-TZVPD basis", "gap_ha": [0.127, 0.257], "s2": 0.754, "fmax_ev_per_a": 1.31, "spin_multiplicity": 2, "e_above_lowest_ev": 0.078, "total_charge": -1, "homo_energy_ev": [-0.58, -4.12], "symbols": ["C", "C", "O", "C", "S", "S", "C", "C", "H", "H", "H", "H", "H", "H", "H", "H", "H", "H", "H", "H", "O", "H", "H", "O"], "xyz": [[-1.1110, 0.6275, -1.0653], [-0.7989, 0.2070, -2.4696], [-0.2429, -0.9393, -2.6961], [-0.9667, 2.1114, -0.7124], [0.5733, 2.5017, 0.1725], [0.1674, 2.2637, 2.1859], [0.5618, 0.5553, 2.6737], [-0.5390, -0.4733, 2.3734], [-2.1474, 0.3011, -0.8398], [-0.5321, 0.0380, -0.3578], [-1.3128, 0.7268, -3.2965], [-1.8270, 2.4892, -0.1905], [-0.8231, 2.6719, -1.6336], [0.7456, 0.6391, 3.7506], [1.4713, 0.2661, 2.1448], [-0.6306, -0.4696, 1.3022], [-1.4926, -0.1516, 2.8108], [-0.2765, -1.4364, 2.8085], [1.0496, -1.8979, 0.2931], [1.5935, -0.7776, -0.4276], [1.9086, -1.4409, 0.2156], [1.0532, -2.7565, -2.9311], [1.8905, -2.0935, -1.8809], [1.6859, -2.9619, -2.2301]], "atomic_forces_ev_per_a": [[-0.764, -0.289, 0.044], [1.045, 0.100, -0.221], [-0.073, -0.035, 0.161], [0.463, -0.598, -0.508], [-0.020, -0.103, 0.429], [-0.166, 0.198, -0.162], [-0.212, -0.240, -0.182], [0.206, 1.071, 0.721], [-0.230, 0.245, 0.241], [0.314, -0.072, -0.342], [-0.118, 0.100, 0.210], [-0.255, 0.374, 0.457], [-0.163, 0.153, -0.174], [0.142, -0.015, -0.134], [0.072, 0.003, 0.235], [-0.323, -0.629, -0.207], [0.133, -0.050, -0.127], [0.048, -0.178, -0.307], [0.624, -0.343, 0.169], [0.524, 0.219, 0.149], [-1.206, 0.399, -0.330], [-0.169, 0.249, 0.260], [-0.095, 0.038, 0.102], [0.224, -0.599, -0.484]], "mulliken_charge": [0.879, -0.887, -0.643, -0.680, -0.148, -0.174, -0.351, -0.783, 0.304, -0.962, 0.288, 0.408, 0.373, 0.345, 0.224, 0.174, 0.334, 0.293, 0.355, 0.311, -0.696, 0.358, 0.326, -0.649]}


{"formula": "C5H2N2", "method": "the ωB97M-V functional and the def2-TZVPD basis", "gap_ha": 0.321, "smiles": "C=C=C(C#N)C#N", "fmax_ev_per_a": 8.80, "e_above_lowest_ev": 1.358, "total_charge": 0, "homo_energy_ev": -10.19, "symbols": ["C", "C", "C", "C", "N", "C", "N", "H", "H"], "xyz": [[-0.1991, 0.0730, -0.0460], [1.1214, -0.4036, 0.2793], [2.5582, -0.9298, 0.6365], [2.7833, -1.3317, 1.9520], [2.9546, -1.6663, 3.0357], [3.4775, -0.9551, -0.4105], [4.2231, -0.9804, -1.2809], [-0.9345, -0.6312, -0.3794], [-0.3995, 1.1194, 0.0507]], "atomic_forces_ev_per_a": [[6.630, -2.416, 1.620], [0.614, -0.297, 0.232], [-8.036, 2.967, -2.031], [0.167, -0.222, 0.628], [0.069, -0.088, 0.314], [0.515, -0.085, -0.401], [0.288, 0.004, -0.312], [-0.196, -0.259, -0.100], [-0.050, 0.396, 0.051]], "mulliken_charge": [-0.557, 0.019, 0.145, 0.268, -0.336, 0.275, -0.337, 0.262, 0.261]}


{"formula": "CH7N2O3P", "method": "the ωB97M-V functional and the def2-TZVPD basis", "gap_ha": 0.394, "smiles": "N[P@]([NH3+])(=O)[O-].C=O", "fmax_ev_per_a": 6.12, "e_above_lowest_ev": 0.922, "total_charge": 0, "homo_energy_ev": -10.26, "symbols": ["N", "P", "N", "O", "O", "H", "H", "H", "H", "H", "C", "O", "H", "H"], "xyz": [[1.1711, -0.8668, 1.5976], [0.1092, 0.4370, 1.4592], [0.9647, 0.8908, -0.2721], [0.4169, 1.6478, 2.2681], [-1.2967, 0.0789, 1.0451], [0.6489, -1.7230, 1.2002], [1.6495, -1.0907, 2.5387], [1.7257, 0.3573, -0.3473], [0.2633, 0.5336, -0.9330], [0.8683, 1.8767, -0.1637], [-1.4089, -1.0090, -0.9668], [-1.2219, -0.0705, -1.6782], [-2.3726, -1.4917, -0.7577], [-0.5810, -1.5879, -0.5316]], "atomic_forces_ev_per_a": [[-0.639, -2.337, 1.310], [-0.632, 1.252, -0.059], [-5.940, 0.813, 1.229], [0.172, -1.423, -0.601], [1.758, -0.118, 0.665], [1.341, 1.533, 1.220], [-1.330, 0.644, -2.102], [4.402, -1.372, -0.146], [-0.122, 0.419, -0.491], [1.163, 0.856, -0.472], [-0.075, -1.389, 0.698], [-0.072, 0.778, -1.026], [-0.287, 0.425, -0.147], [0.262, -0.079, -0.079]], "mulliken_charge": [-0.539, 0.854, -0.467, -0.649, -0.606, 0.243, 0.280, 0.346, 0.315, 0.348, 0.034, -0.552, 0.244, 0.150]}